Entry 1:
Computed, not measured: a molecular structure, C28H42BaF2NO18S2 in a non-equilibrium geometry, with wB97M-V/def2-TZVPD.

Structure (XYZ):
```
94
C28H42BaF2NO18S2, DFT wB97M-V/def2-TZVPD
Ba 0.23 -0.34 -0.30
N -1.33 -1.25 2.29
S -2.81 -0.78 2.86
O -2.76 0.29 3.82
O -3.73 -1.84 2.96
F -3.16 0.07 1.57
S -0.15 -1.88 3.13
O 0.09 -1.31 4.44
O 0.94 -1.91 2.23
F -0.63 -3.31 3.42
O -1.69 -1.77 -0.88
C -2.64 -2.49 -0.69
O -3.83 -2.18 -1.08
C -4.77 -3.11 -0.48
C -3.93 -4.34 -0.29
C -2.54 -3.81 0.05
H -5.63 -3.13 -1.16
H -5.14 -2.65 0.44
H -3.80 -4.90 -1.22
H -4.40 -5.04 0.40
H -1.82 -4.50 -0.25
H -2.38 -3.66 1.15
O -0.97 -0.03 -2.94
C -1.04 -0.23 -4.15
O 0.02 -0.38 -4.94
C -0.44 -0.64 -6.38
C -1.90 -0.20 -6.36
C -2.27 -0.47 -4.92
H -0.37 -1.73 -6.46
H 0.27 -0.17 -6.96
H -2.47 -0.66 -7.23
H -1.84 0.90 -6.53
H -2.56 -1.52 -4.76
H -3.12 0.16 -4.60
O 1.39 1.74 -1.40
C 1.76 2.80 -1.02
O 0.89 3.82 -1.05
C 1.52 5.06 -0.70
C 2.72 4.64 0.19
C 3.08 3.25 -0.36
H 0.86 5.64 -0.09
H 1.73 5.54 -1.63
H 2.35 4.68 1.22
H 3.60 5.35 0.23
H 3.16 2.48 0.42
H 3.93 3.29 -1.09
O -1.89 1.50 -0.24
C -2.29 2.58 -0.54
O -2.88 3.38 0.40
C -3.37 4.60 -0.21
C -2.52 4.77 -1.49
C -2.21 3.30 -1.83
H -3.34 5.39 0.58
H -4.43 4.42 -0.53
H -1.60 5.29 -1.46
H -3.10 5.35 -2.24
H -1.22 3.12 -2.23
H -2.94 2.83 -2.60
O 3.11 -1.35 0.76
C 3.76 -1.31 1.77
O 4.83 -2.14 1.95
C 5.15 -2.22 3.35
C 3.92 -1.65 4.09
C 3.50 -0.57 3.03
H 6.06 -1.64 3.50
H 5.45 -3.29 3.64
H 4.14 -1.23 5.08
H 3.16 -2.44 4.06
H 4.13 0.33 3.11
H 2.49 -0.24 3.11
O 0.50 1.74 1.71
C -0.19 2.30 2.57
O -0.86 3.38 2.29
C -1.50 3.90 3.53
C -0.82 3.20 4.71
C -0.22 1.92 4.02
H -2.56 3.74 3.36
H -1.24 4.98 3.55
H -1.47 2.79 5.45
H -0.01 3.76 5.05
H -0.79 1.01 4.23
H 0.80 1.67 4.19
O 1.15 -2.51 -1.80
C 2.00 -3.39 -1.68
O 2.23 -3.97 -0.52
C 3.50 -4.69 -0.59
C 3.33 -5.34 -2.01
C 2.91 -4.03 -2.73
H 3.53 -5.33 0.25
H 4.33 -4.00 -0.51
H 2.55 -6.08 -2.05
H 4.26 -5.74 -2.47
H 2.49 -4.17 -3.74
H 3.75 -3.39 -2.76
```

Properties
maximum force = 0.06988 hartree/bohr
lowest unoccupied orbital energy = -1.75 eV
charge = +1
E_HOMO = -0.4332 hartree
DFT total energy = -95861.485 eV
2S+1 = 1

---

Entry 2:
Computed, not measured: a molecular structure, C28H42BrHgN3P2 in a non-equilibrium geometry, with wB97M-V/def2-TZVPD.

Structure (XYZ):
```
77
C28H42BrHgN3P2, DFT wB97M-V/def2-TZVPD
C -3.62 -6.35 1.28
C -2.37 -6.07 0.67
C -1.63 -7.16 0.17
C -2.13 -8.45 0.32
N -3.30 -8.68 0.91
C -4.04 -7.68 1.37
C -1.80 -4.77 0.60
C -1.29 -3.64 0.84
C -1.12 -2.50 1.80
C -1.79 -1.30 1.51
C -1.32 -0.10 1.97
C -0.21 -0.02 2.85
C 0.33 -1.24 3.33
C -0.08 -2.44 2.75
Hg -0.04 -2.62 -0.55
P -0.16 2.11 -1.82
H -0.65 -7.01 -0.29
H -4.23 -5.56 1.71
H -1.55 -9.30 -0.05
H -4.99 -7.92 1.85
H 0.50 -3.34 2.92
H -2.53 -1.28 0.73
H 1.11 -1.28 4.09
H -1.81 0.79 1.57
C 0.42 3.87 -2.04
C 0.79 4.37 -3.44
H 1.29 3.94 -1.37
H -0.38 4.50 -1.60
H 1.19 5.39 -3.34
H 1.56 3.74 -3.91
H -0.08 4.42 -4.11
C -0.04 1.37 -3.52
C -1.09 0.30 -3.85
H 0.96 0.92 -3.56
H -0.07 2.20 -4.26
H -0.62 -0.50 -4.45
H -1.53 -0.17 -2.94
H -1.91 0.73 -4.46
C -1.98 2.39 -1.64
C -2.64 3.19 -2.76
H -2.12 2.86 -0.66
H -2.43 1.39 -1.56
H -3.72 3.19 -2.58
H -2.30 4.23 -2.79
H -2.48 2.74 -3.76
Br 0.70 1.56 2.92
P 4.05 0.31 0.29
C 3.22 1.18 -1.12
C 4.22 1.47 -2.23
H 2.80 2.12 -0.73
H 2.41 0.53 -1.48
H 3.71 1.60 -3.20
H 4.79 2.39 -2.02
H 4.95 0.65 -2.35
C 3.57 1.41 1.69
C 4.72 1.72 2.62
H 2.76 0.88 2.22
H 3.13 2.32 1.27
H 4.47 2.53 3.30
H 4.99 0.86 3.24
H 5.59 2.02 2.05
C 3.11 -1.21 0.63
C 3.83 -2.47 0.15
H 2.13 -1.08 0.14
H 2.98 -1.24 1.72
H 3.35 -3.36 0.57
H 3.81 -2.55 -0.94
H 4.88 -2.49 0.46
N -2.29 3.97 1.82
C -3.09 4.49 2.76
C -3.87 3.45 3.24
C -3.47 2.32 2.51
N -2.53 2.67 1.60
H -1.53 4.41 1.31
H -3.06 5.52 3.04
H -4.61 3.46 3.99
H -3.80 1.28 2.63
```

Properties
energy relative to the best compared isomer or geometry (same formula, charge and spin) = 39.1 kcal per mole
maximum force = 0.07062 hartree/bohr
lowest unoccupied orbital energy (alpha / beta) = -8.70 / -9.23 eV
charge = +2
E_HOMO (alpha / beta) = -0.4747 / -0.4679 hartree
DFT total energy = -126960.870 eV
2S+1 = 1

---

Entry 3:
Computed, not measured: a molecular structure, C28H42BrN3P2Pd in a non-equilibrium geometry, with wB97M-V/def2-TZVPD.

Structure (XYZ):
```
77
C28H42BrN3P2Pd, DFT wB97M-V/def2-TZVPD
C 3.36 5.11 -0.50
C 2.13 4.58 -0.97
C 2.02 4.22 -2.33
C 3.16 4.33 -3.13
N 4.32 4.76 -2.67
C 4.42 5.18 -1.42
C 0.95 4.39 -0.18
C -0.25 4.15 0.05
C -1.29 3.59 0.82
C -0.85 2.98 2.03
C -1.54 1.82 2.39
C -2.45 1.30 1.46
C -3.18 2.08 0.55
C -2.62 3.36 0.33
Pd -1.20 -0.61 1.35
P 1.01 -0.47 0.59
H 1.07 3.90 -2.75
H 3.49 5.48 0.52
H 3.09 4.08 -4.18
H 5.36 5.62 -1.14
H -3.11 4.10 -0.29
H 0.06 3.34 2.55
H -4.09 1.73 0.06
H -1.33 1.28 3.31
C 1.87 -2.12 0.72
C 3.17 -2.27 -0.07
H 1.15 -2.89 0.38
H 2.06 -2.31 1.79
H 3.57 -3.27 0.12
H 3.00 -2.21 -1.16
H 3.96 -1.57 0.21
C 1.11 0.21 -1.13
C 2.47 0.67 -1.64
H 0.42 1.07 -1.11
H 0.69 -0.53 -1.82
H 2.39 0.91 -2.71
H 2.79 1.61 -1.17
H 3.27 -0.07 -1.54
C 1.93 0.71 1.65
C 3.46 0.57 1.64
H 1.57 0.52 2.68
H 1.60 1.72 1.37
H 3.88 1.34 2.30
H 3.78 -0.39 2.05
H 3.94 0.71 0.67
Br -3.59 -0.73 1.82
P -1.94 -1.94 -0.81
C -0.74 -2.69 -2.00
C -1.21 -3.91 -2.80
H 0.15 -2.95 -1.39
H -0.45 -1.88 -2.69
H -0.40 -4.21 -3.48
H -1.42 -4.77 -2.16
H -2.10 -3.68 -3.40
C -3.11 -3.32 -0.41
C -4.42 -3.42 -1.17
H -3.34 -3.21 0.66
H -2.54 -4.26 -0.52
H -5.10 -4.09 -0.62
H -4.95 -2.47 -1.28
H -4.29 -3.85 -2.18
C -2.85 -0.63 -1.78
C -3.29 -0.96 -3.21
H -2.19 0.25 -1.77
H -3.73 -0.38 -1.16
H -3.84 -0.09 -3.60
H -2.47 -1.16 -3.90
H -3.98 -1.81 -3.24
N -0.15 -1.51 5.47
C -0.07 -2.78 4.91
C -0.38 -2.59 3.59
N -0.64 -1.26 3.35
C -0.51 -0.63 4.51
H -0.09 -1.24 6.45
H 0.17 -3.67 5.48
H -0.51 -3.31 2.82
H -0.65 0.40 4.82
```

Properties
energy relative to the best compared isomer or geometry (same formula, charge and spin) = 34.1 kcal per mole
maximum force = 0.05223 hartree/bohr
lowest unoccupied orbital energy (alpha / beta) = -6.72 / -8.50 eV
charge = +2
E_HOMO (alpha / beta) = -0.4741 / -0.4967 hartree
DFT total energy = -126269.511 eV
⟨S²⟩ = 2.0134
2S+1 = 3

---

Entry 4:
Computed, not measured: a molecular structure, C28H42N4O3RuSSi2Te in a non-equilibrium geometry, with wB97M-V/def2-TZVPD.

Structure (XYZ):
```
82
C28H42N4O3RuSSi2Te, DFT wB97M-V/def2-TZVPD
Ru 0.56 0.35 -0.58
N 2.13 1.91 -1.88
C 3.05 0.93 -2.44
C 3.43 -0.19 -1.45
O 4.48 -0.81 -1.64
N 2.56 -0.40 -0.47
C 2.91 -1.39 0.52
C 1.80 -1.61 1.58
O 2.13 -1.92 2.72
O 0.60 -1.51 1.17
H 1.79 2.53 -2.60
H 2.58 2.45 -1.15
H 3.99 1.39 -2.79
H 2.57 0.47 -3.31
H 3.84 -1.12 1.03
H 3.07 -2.37 0.04
C -0.63 -4.12 -5.78
Si 0.22 -3.61 -4.15
C 0.99 -5.17 -3.37
C 1.59 -2.34 -4.48
C -1.05 -2.88 -2.96
Te -0.01 -2.33 -1.10
C -1.85 -2.56 0.02
Si -1.90 -4.29 0.80
C -3.54 -4.38 1.79
C -1.92 -5.62 -0.58
C -0.40 -4.58 1.93
H 0.08 -4.57 -6.47
H -1.07 -3.27 -6.28
H -1.41 -4.85 -5.61
H 1.78 -5.58 -3.98
H 0.25 -5.96 -3.23
H 1.41 -4.94 -2.40
H 2.32 -2.69 -5.21
H 2.13 -2.12 -3.56
H 1.18 -1.41 -4.85
H -1.84 -3.59 -2.74
H -1.51 -1.99 -3.38
H -2.69 -2.39 -0.65
H -1.84 -1.81 0.80
H -4.40 -4.24 1.15
H -3.57 -3.62 2.56
H -3.65 -5.35 2.28
H -2.79 -5.52 -1.22
H -1.93 -6.62 -0.17
H -1.04 -5.52 -1.20
H -0.20 -3.71 2.55
H 0.49 -4.76 1.34
H -0.54 -5.44 2.59
N -2.28 0.81 -0.68
C -1.20 1.39 -1.38
N -1.27 2.79 -1.35
S -0.79 0.69 -2.92
H -2.36 1.09 0.29
H -2.37 -0.19 -0.83
H -1.29 3.20 -0.43
H -0.58 3.23 -1.95
C 0.55 1.75 0.96
C 0.42 2.74 1.67
C 0.18 3.87 2.45
C 0.56 3.92 3.84
C 0.74 5.14 4.50
C 1.11 5.18 5.83
C 1.29 4.00 6.54
C 1.14 2.78 5.89
C 0.79 2.73 4.56
C -0.49 4.98 1.81
C -1.44 5.77 2.48
C -2.11 6.79 1.83
C -1.85 7.06 0.50
C -0.92 6.29 -0.19
C -0.25 5.27 0.45
H 0.64 6.07 3.95
H 1.26 6.13 6.32
H 1.56 4.03 7.59
H 1.31 1.86 6.43
H 0.69 1.78 4.05
H -1.67 5.56 3.51
H -2.85 7.37 2.36
H -2.38 7.86 -0.01
H -0.72 6.50 -1.23
H 0.50 4.69 -0.07
```

Properties
maximum force = 0.03212 hartree/bohr
lowest unoccupied orbital energy (alpha / beta) = 2.33 / 0.96 eV
charge = -1
E_HOMO (alpha / beta) = -0.1488 / -0.1949 hartree
DFT total energy = -78287.398 eV
⟨S²⟩ = 8.8027
2S+1 = 6

---

Entry 5:
Computed, not measured: a molecular structure, C28H42N8O2PtS, with wB97M-V/def2-TZVPD.

Structure (XYZ):
```
82
C28H42N8O2PtS, DFT wB97M-V/def2-TZVPD
Pt -0.79 1.07 -0.41
N -2.79 1.50 -1.22
C -3.80 0.49 -0.84
C -5.16 1.08 -0.45
C -5.16 2.16 0.64
C -4.67 1.79 2.04
N -5.41 0.68 2.62
C -4.91 -0.30 3.37
N -3.60 -0.45 3.55
N -5.76 -1.12 4.01
C -3.28 -0.40 0.30
O -3.96 -1.35 0.64
O -2.18 -0.04 0.88
H -3.01 2.40 -0.80
H -2.78 1.64 -2.23
H -3.96 -0.17 -1.70
H -5.79 0.24 -0.15
H -5.62 1.51 -1.34
H -6.18 2.55 0.71
H -4.56 3.03 0.33
H -4.79 2.67 2.69
H -3.61 1.56 2.03
H -6.42 0.72 2.54
H -2.97 -0.20 2.80
H -3.31 -1.26 4.08
H -6.76 -0.99 3.95
H -5.43 -1.97 4.43
C 6.18 0.15 -0.93
C 5.59 0.50 0.45
C 6.27 1.76 0.97
C 5.85 -0.65 1.43
C 4.09 0.68 0.31
C 3.42 1.85 0.64
C 2.05 1.94 0.48
N 1.32 0.93 0.02
C 1.93 -0.23 -0.31
C 3.30 -0.37 -0.18
C 1.06 -1.31 -0.82
C 1.49 -2.63 -0.92
C 0.65 -3.62 -1.42
C -0.64 -3.21 -1.79
C -1.01 -1.89 -1.64
N -0.18 -0.95 -1.17
C 1.06 -5.08 -1.53
C 2.54 -5.28 -1.21
C 0.79 -5.56 -2.97
C 0.21 -5.89 -0.54
H 7.26 0.03 -0.84
H 5.99 0.94 -1.65
H 5.78 -0.79 -1.32
H 7.34 1.58 1.05
H 5.92 2.03 1.97
H 6.13 2.61 0.30
H 6.93 -0.80 1.55
H 5.43 -1.60 1.08
H 5.43 -0.44 2.42
H 3.95 2.71 1.03
H 1.51 2.83 0.74
H 3.77 -1.30 -0.47
H 2.49 -2.89 -0.60
H -1.36 -3.91 -2.18
H -2.00 -1.56 -1.91
H 3.18 -4.69 -1.86
H 2.79 -6.33 -1.36
H 2.76 -5.04 -0.17
H 1.34 -4.97 -3.70
H -0.27 -5.53 -3.22
H 1.12 -6.60 -3.06
H 0.36 -5.55 0.48
H 0.49 -6.94 -0.60
H -0.86 -5.81 -0.77
S -1.24 3.32 0.90
C -0.76 4.59 -0.11
N -0.92 5.87 0.33
C -0.57 6.95 -0.40
C -0.02 6.77 -1.63
C 0.14 5.43 -2.04
N -0.21 4.39 -1.32
H -1.32 5.99 1.25
H -0.75 7.92 0.05
H 0.27 7.60 -2.25
H 0.57 5.22 -3.01
```

Properties
energy relative to the best compared isomer or geometry (same formula, charge and spin) = 0.0 kcal per mole
maximum force = 0.00956 hartree/bohr
lowest unoccupied orbital energy (alpha / beta) = -5.35 / -5.59 eV
charge = +2
E_HOMO (alpha / beta) = -0.4368 / -0.5049 hartree
DFT total energy = -59805.408 eV
⟨S²⟩ = 2.0055
2S+1 = 3